[1]
A molecular structure, C25H31AsBrN4O4RhS at a distorted geometry. Source: the OMol25 dataset; level of theory: ωB97M-V/def2-TZVPD.

The geometry in XYZ format:
```
68
Properties=species:S:1:pos:R:3:mulliken_charge:R:1
Rh -0.301 -0.550 -0.992 0.06
O -1.626 -3.646 1.709 -0.72
C -1.169 -3.027 2.849 0.61
C -1.440 -3.657 4.057 -0.72
C -1.008 -3.104 5.254 -0.23
C -0.304 -1.918 5.262 -0.83
C -0.021 -1.261 4.069 -0.57
C -0.410 -1.753 2.832 0.08
C -0.067 -0.811 1.568 0.75
O 0.309 -1.548 0.495 -0.59
N -1.355 -0.093 1.243 -0.21
N -1.312 0.689 0.050 -0.16
C -2.348 0.421 -0.754 -0.57
C -2.333 0.952 -2.161 0.67
Br -0.800 0.404 -3.164 -0.05
C -3.258 1.761 -2.655 -0.77
C -4.389 2.333 -1.901 0.47
C -4.205 2.931 -0.657 -0.20
C -5.272 3.521 0.007 -0.62
C -6.531 3.534 -0.574 -0.43
C -6.721 2.956 -1.823 -0.48
C -5.656 2.365 -2.484 -0.44
H -1.090 -3.058 0.992 0.29
H -1.992 -4.587 4.044 0.42
H -1.225 -3.609 6.187 0.38
H 0.029 -1.492 6.200 0.38
H 0.529 -0.326 4.104 0.36
H 0.632 -0.036 1.923 0.31
H -1.547 0.499 2.047 0.31
H -3.192 -0.200 -0.471 0.50
H -3.175 2.087 -3.688 0.46
H -3.223 2.949 -0.198 0.43
H -5.114 3.974 0.977 0.38
H -7.362 3.995 -0.056 0.38
H -7.701 2.968 -2.282 0.37
H -5.816 1.922 -3.460 0.44
O -1.791 -1.624 -1.141 -0.90
C 2.848 -3.773 -1.285 -1.17
As 0.946 -3.546 -1.520 1.02
C -0.044 -3.689 0.154 -0.93
C 0.157 -4.595 -2.932 -1.15
O 0.784 -1.914 -2.071 -0.65
H 3.065 -4.786 -0.939 0.39
H 3.189 -3.051 -0.545 0.34
H 3.351 -3.597 -2.236 0.36
H 0.042 -4.714 0.530 0.67
H -1.076 -3.455 -0.118 -0.08
H 0.370 -2.998 0.872 0.29
H 0.211 -5.658 -2.686 0.40
H 0.696 -4.407 -3.860 0.36
H -0.884 -4.293 -3.037 0.31
C 4.220 5.136 -1.695 -1.45
C 4.274 3.804 -1.021 0.79
C 5.336 3.347 -0.312 -0.76
C 5.204 2.041 0.264 1.07
N 4.144 1.290 0.145 -0.45
C 3.077 1.756 -0.570 -0.28
S 1.678 0.914 -0.800 0.00
N 3.182 3.013 -1.135 0.02
C 6.354 1.493 1.058 -1.21
H 5.142 5.693 -1.544 0.35
H 3.397 5.732 -1.298 0.35
H 4.070 5.015 -2.769 0.35
H 6.242 3.913 -0.173 0.33
H 2.375 3.326 -1.657 0.27
H 7.186 2.195 1.096 0.33
H 6.697 0.564 0.602 0.29
H 6.023 1.282 2.074 0.30
```

## Properties
2S+1 = 1
Kohn-Sham gap (alpha / beta) = 6.6 / 6.6 eV
highest occupied orbital energy (alpha / beta) = -6.50 / -6.50 eV
total charge = 0
energy relative to the best compared isomer or geometry (same formula, charge and spin) = 233.2 kcal per mole

[2]
A molecular structure, C29H38GaGe2N5O. Source: the OMol25 dataset; level of theory: ωB97M-V/def2-TZVPD.

The geometry in XYZ format:
```
76
Properties=species:S:1:pos:R:3:mulliken_charge:R:1
Ga -0.837 0.031 -1.669 -0.16
C -2.552 -1.880 3.055 -1.28
C -2.338 -0.931 1.861 0.30
Ge -1.391 -1.841 0.457 -0.50
C -2.375 -3.066 -0.667 -0.14
C -2.601 -4.368 0.124 -1.26
C 0.435 -2.236 0.787 -0.68
C 1.561 -1.927 0.152 1.24
Ge 1.630 -0.719 -1.395 -0.06
C 1.859 -1.537 -3.141 -0.48
C 3.335 -1.735 -3.516 -1.26
C 2.362 1.093 -1.281 -0.36
C 3.723 1.266 -0.598 -1.45
C 2.886 -2.514 0.492 0.70
C 4.031 -2.060 -0.159 0.20
C 5.284 -2.590 0.107 -1.36
C 5.408 -3.603 1.043 -0.52
C 4.278 -4.077 1.702 -0.86
C 3.032 -3.542 1.429 -0.67
H -3.097 -1.348 3.835 0.39
H -1.607 -2.218 3.487 0.35
H -3.140 -2.759 2.790 0.32
H -1.756 -0.057 2.138 -0.24
H -3.284 -0.596 1.435 0.53
H -1.801 -3.249 -1.575 0.22
H -3.311 -2.580 -0.941 0.50
H -1.663 -4.854 0.397 0.37
H -3.157 -5.060 -0.508 0.38
H -3.186 -4.209 1.030 0.32
H 0.491 -2.908 1.652 0.33
H 1.374 -0.856 -3.845 0.50
H 1.312 -2.480 -3.160 0.43
H 3.903 -0.805 -3.446 0.32
H 3.407 -2.082 -4.547 0.43
H 3.813 -2.480 -2.882 0.36
H 1.612 1.710 -0.785 0.45
H 2.405 1.416 -2.324 0.48
H 3.704 0.939 0.442 0.28
H 4.003 2.320 -0.613 0.45
H 4.513 0.720 -1.112 0.42
H 3.964 -1.271 -0.899 0.19
H 6.158 -2.215 -0.412 0.45
H 6.381 -4.031 1.253 0.42
H 4.371 -4.875 2.429 0.43
H 2.170 -3.945 1.947 0.37
N -1.980 -0.485 -3.023 -0.15
C -1.977 -1.413 -3.791 0.82
N -2.044 -2.292 -4.625 -0.54
C -1.625 -3.551 -4.725 0.48
N -1.262 -4.642 -4.818 -0.42
C -2.054 5.695 0.989 -0.99
N -2.478 4.478 0.282 -0.05
N -1.824 3.281 0.433 0.59
C -2.205 2.468 -0.583 0.51
O -1.774 1.242 -0.636 0.21
C -3.080 3.169 -1.405 -1.15
C -3.213 4.424 -0.841 0.75
C -3.995 5.599 -1.315 -1.59
C -1.131 2.912 1.632 -0.36
C -1.703 3.179 2.866 0.09
C -1.015 2.835 4.021 -0.83
C 0.229 2.218 3.938 -0.67
C 0.780 1.936 2.695 -0.42
C 0.104 2.287 1.535 0.11
H -1.082 5.528 1.440 0.36
H -2.768 5.966 1.764 0.35
H -1.975 6.504 0.270 0.40
H -3.562 2.791 -2.293 0.51
H -4.635 5.305 -2.142 0.39
H -3.332 6.394 -1.667 0.36
H -4.616 6.008 -0.518 0.36
H -2.687 3.633 2.929 0.55
H -1.454 3.048 4.987 0.44
H 0.768 1.961 4.842 0.46
H 1.749 1.457 2.624 0.43
H 0.532 2.077 0.565 0.15
```

## Properties
2S+1 = 1
Kohn-Sham gap = 6.0 eV
highest occupied orbital energy = -13.94 eV
total charge = +2

[3]
C2H5N3OS in the gas phase at a distorted geometry. Source: the OMol25 dataset; level of theory: ωB97M-V/def2-TZVPD.

The geometry in XYZ format:
```
12
Properties=species:S:1:pos:R:3:mulliken_charge:R:1
C -0.046 -0.082 0.004 0.26
C 1.090 0.241 0.871 0.67
H -1.668 -0.169 -1.854 0.26
H -1.966 1.434 -1.632 0.31
H -0.627 -2.095 -0.722 0.23
H 1.012 -1.935 -0.341 0.26
H 1.833 1.383 2.748 0.17
N -1.897 0.456 -0.991 -0.67
N -0.824 0.876 -0.314 -0.15
N 0.114 -1.364 -0.551 -0.52
O 2.006 -0.553 1.109 -0.58
S 0.972 1.808 1.673 -0.24
```

## Properties
2S+1 = 1
Kohn-Sham gap = 9.1 eV
highest occupied orbital energy = -8.95 eV
total charge = 0
structure (SMILES) = N/N=C(\N)C(=O)S
energy relative to the best compared isomer or geometry (same formula, charge and spin) = 71.1 kcal per mole

[4]
C37H51FN2O4S2 in the gas phase at a distorted geometry. Source: the OMol25 dataset; level of theory: ωB97M-V/def2-TZVPD.

The geometry in XYZ format:
```
97
Properties=species:S:1:pos:R:3:mulliken_charge:R:1
C 6.652 -2.608 1.334 -0.87
C 5.165 -2.696 2.074 -0.36
C 4.939 -1.494 3.177 -0.58
C 3.617 -0.545 2.870 -0.58
C 3.917 0.451 1.603 -0.28
C 4.134 2.029 1.994 -0.49
C 2.878 2.732 2.778 -0.66
C 1.391 2.275 2.261 -0.16
C 0.347 3.560 2.024 -0.48
C -0.545 3.123 0.677 0.10
C -0.133 3.785 -0.765 0.51
C 1.101 4.864 -1.004 -1.06
O 2.410 4.156 -1.173 -0.29
C 2.410 3.361 -2.417 0.14
O 3.688 3.351 -3.145 -0.43
C 4.717 2.558 -2.428 0.19
C 5.350 1.345 -3.387 -0.42
O 4.306 0.441 -3.902 -0.50
C -0.975 3.319 -2.094 -0.55
C -2.183 2.232 -1.883 0.34
C -2.623 1.576 -0.408 -0.75
C -1.765 2.054 0.947 -0.09
C -2.127 1.480 2.475 0.31
S -3.382 2.656 3.308 -0.09
C -3.983 1.776 4.894 -0.36
C -2.767 0.859 5.575 -0.73
N -3.749 0.571 -0.273 0.72
C -5.119 1.212 -0.413 -0.29
C -5.829 1.590 1.030 -0.06
F -5.867 3.081 1.175 -0.33
C -3.589 -0.585 -1.283 -0.65
C -3.674 -2.152 -0.716 0.30
C -3.947 -2.505 0.892 -0.18
C -2.840 -3.570 1.506 -0.44
O -1.507 -3.371 0.850 -0.47
C -3.445 -3.374 -1.833 -0.42
C -3.165 -3.059 -3.423 0.52
C -2.902 -4.334 -4.478 -0.21
C -1.334 -4.582 -4.832 -0.23
C -1.024 -5.881 -5.841 -0.34
C -2.437 -6.650 -6.261 -0.27
C -3.939 -6.206 -5.820 -0.12
N -4.140 -5.033 -4.919 -0.42
C -3.091 -1.501 -4.023 -0.52
C -3.305 -0.303 -2.907 0.53
S -3.204 1.554 -3.350 -0.26
H 7.174 -3.670 1.237 0.29
H 7.393 -1.924 1.948 0.25
H 6.607 -2.167 0.250 0.17
H 5.183 -3.729 2.670 0.32
H 4.299 -2.800 1.288 0.25
H 5.887 -0.804 3.123 0.25
H 4.805 -2.023 4.226 0.29
H 2.767 -1.298 2.507 0.17
H 3.187 -0.018 3.826 0.30
H 3.059 0.281 0.800 0.22
H 4.924 0.056 1.099 0.24
H 5.067 2.097 2.710 0.24
H 4.325 2.611 0.970 0.15
H 2.918 2.479 3.944 0.27
H 3.004 3.909 2.667 0.34
H 1.416 1.656 1.256 0.23
H 0.974 1.515 3.083 0.03
H 1.027 4.505 1.778 0.21
H -0.321 3.779 2.960 0.31
H 1.257 5.602 -0.106 0.31
H 0.971 5.506 -1.997 0.34
H 2.137 2.228 -2.166 0.26
H 1.578 3.714 -3.197 -0.02
H 4.290 2.054 -1.443 -0.20
H 5.582 3.326 -2.149 0.28
H 6.079 0.745 -2.670 0.23
H 5.939 1.895 -4.258 0.28
H 3.969 -0.096 -3.115 0.30
H -0.703 3.758 -3.170 0.19
H -2.605 0.417 2.366 0.09
H -1.201 1.469 3.191 -0.23
H -4.860 1.005 4.653 0.20
H -4.315 2.535 5.731 0.36
H -2.727 -0.237 5.115 0.16
H -2.977 0.768 6.739 0.32
H -1.697 1.327 5.393 0.16
H -5.098 2.121 -1.172 0.30
H -5.818 0.392 -0.921 0.37
H -6.963 1.243 0.934 0.32
H -5.363 1.034 1.949 -0.01
H -5.063 -2.872 1.085 0.36
H -3.822 -1.479 1.476 -0.21
H -2.654 -3.443 2.663 0.33
H -3.174 -4.683 1.324 0.32
H -0.865 -4.029 1.255 0.28
H -3.482 -4.491 -1.430 0.16
H -0.466 -3.912 -4.397 0.34
H 0.046 -6.209 -6.179 0.31
H -2.344 -7.599 -6.970 0.24
H -4.897 -6.818 -6.171 0.31
H -2.880 -1.269 -5.174 0.27
```

## Properties
2S+1 = 1
Kohn-Sham gap = 7.6 eV
highest occupied orbital energy = -7.92 eV
total charge = 0

What is the total charge in the third record?
0

Copy entry 2 word for word.
A molecular structure, C29H38GaGe2N5O. Source: the OMol25 dataset; level of theory: ωB97M-V/def2-TZVPD.

The geometry in XYZ format:
```
76
Properties=species:S:1:pos:R:3:mulliken_charge:R:1
Ga -0.837 0.031 -1.669 -0.16
C -2.552 -1.880 3.055 -1.28
C -2.338 -0.931 1.861 0.30
Ge -1.391 -1.841 0.457 -0.50
C -2.375 -3.066 -0.667 -0.14
C -2.601 -4.368 0.124 -1.26
C 0.435 -2.236 0.787 -0.68
C 1.561 -1.927 0.152 1.24
Ge 1.630 -0.719 -1.395 -0.06
C 1.859 -1.537 -3.141 -0.48
C 3.335 -1.735 -3.516 -1.26
C 2.362 1.093 -1.281 -0.36
C 3.723 1.266 -0.598 -1.45
C 2.886 -2.514 0.492 0.70
C 4.031 -2.060 -0.159 0.20
C 5.284 -2.590 0.107 -1.36
C 5.408 -3.603 1.043 -0.52
C 4.278 -4.077 1.702 -0.86
C 3.032 -3.542 1.429 -0.67
H -3.097 -1.348 3.835 0.39
H -1.607 -2.218 3.487 0.35
H -3.140 -2.759 2.790 0.32
H -1.756 -0.057 2.138 -0.24
H -3.284 -0.596 1.435 0.53
H -1.801 -3.249 -1.575 0.22
H -3.311 -2.580 -0.941 0.50
H -1.663 -4.854 0.397 0.37
H -3.157 -5.060 -0.508 0.38
H -3.186 -4.209 1.030 0.32
H 0.491 -2.908 1.652 0.33
H 1.374 -0.856 -3.845 0.50
H 1.312 -2.480 -3.160 0.43
H 3.903 -0.805 -3.446 0.32
H 3.407 -2.082 -4.547 0.43
H 3.813 -2.480 -2.882 0.36
H 1.612 1.710 -0.785 0.45
H 2.405 1.416 -2.324 0.48
H 3.704 0.939 0.442 0.28
H 4.003 2.320 -0.613 0.45
H 4.513 0.720 -1.112 0.42
H 3.964 -1.271 -0.899 0.19
H 6.158 -2.215 -0.412 0.45
H 6.381 -4.031 1.253 0.42
H 4.371 -4.875 2.429 0.43
H 2.170 -3.945 1.947 0.37
N -1.980 -0.485 -3.023 -0.15
C -1.977 -1.413 -3.791 0.82
N -2.044 -2.292 -4.625 -0.54
C -1.625 -3.551 -4.725 0.48
N -1.262 -4.642 -4.818 -0.42
C -2.054 5.695 0.989 -0.99
N -2.478 4.478 0.282 -0.05
N -1.824 3.281 0.433 0.59
C -2.205 2.468 -0.583 0.51
O -1.774 1.242 -0.636 0.21
C -3.080 3.169 -1.405 -1.15
C -3.213 4.424 -0.841 0.75
C -3.995 5.599 -1.315 -1.59
C -1.131 2.912 1.632 -0.36
C -1.703 3.179 2.866 0.09
C -1.015 2.835 4.021 -0.83
C 0.229 2.218 3.938 -0.67
C 0.780 1.936 2.695 -0.42
C 0.104 2.287 1.535 0.11
H -1.082 5.528 1.440 0.36
H -2.768 5.966 1.764 0.35
H -1.975 6.504 0.270 0.40
H -3.562 2.791 -2.293 0.51
H -4.635 5.305 -2.142 0.39
H -3.332 6.394 -1.667 0.36
H -4.616 6.008 -0.518 0.36
H -2.687 3.633 2.929 0.55
H -1.454 3.048 4.987 0.44
H 0.768 1.961 4.842 0.46
H 1.749 1.457 2.624 0.43
H 0.532 2.077 0.565 0.15
```

## Properties
2S+1 = 1
Kohn-Sham gap = 6.0 eV
highest occupied orbital energy = -13.94 eV
total charge = +2

Number 3 is which compound?
C2H5N3OS

What is the total charge in the second record?
+2